# C22H27NO10

The molecule C22H27NO10 at a distorted geometry (wB97M-V/def2-TZVPD, OMol25).

Charge   0
Strongest force on any atom   0.0242 hartree/bohr
E_tot   -1661.790356 Ha
ΔE to the lowest compared entry with this formula, charge and spin   8.0 kcal per mole
SMILES   CC(=O)N[C@@H]1[C@H](OC(=O)Cc2ccccc2)O[C@H](COC(C)=O)[C@@H](OC(C)=O)[C@@H]1OC(C)=O

Positions of all 60 atoms, in Å:
C  -5.641000  -0.779278  0.153473
C  -4.740295  -0.164958  -0.887987
O  -5.108158  0.236523  -1.967728
N  -3.439505  -0.090675  -0.485007
H  -3.164330  -0.510068  0.391595
C  -2.395825  0.262290  -1.399913
H  -2.909284  0.555709  -2.325138
C  -1.506007  -0.952842  -1.756912
O  -0.514462  -0.575305  -2.648157
C  0.453760  0.319970  -2.122936
C  1.740401  -0.465619  -1.827885
H  1.516943  -1.283720  -1.136177
H  2.145829  -0.887520  -2.753274
O  2.695767  0.400016  -1.231678
C  3.991575  0.086996  -1.385606
O  4.383590  -0.856086  -2.014861
C  4.860670  1.097193  -0.684480
H  4.369591  1.443781  0.219431
H  5.825278  0.654126  -0.456529
H  5.014776  1.945782  -1.348229
C  -0.013611  1.069338  -0.866246
C  -1.504211  1.447714  -0.933348
O  -1.899300  2.069483  0.287530
C  -1.855575  1.434624  1.466917
O  -1.690768  0.249923  1.610952
C  -2.049256  2.410497  2.589155
H  -1.057346  2.727976  2.909981
H  -2.545180  1.924749  3.424284
H  -2.608055  3.276232  2.249210
H  -1.602071  2.265877  -1.656485
H  0.183352  0.475089  0.033717
O  0.745621  2.274196  -0.802071
C  1.182733  2.689520  0.392236
O  0.952849  2.133044  1.432711
C  1.975684  3.958943  0.245951
H  2.592551  3.906785  -0.645532
H  1.283756  4.792006  0.137806
H  2.584753  4.117165  1.130718
H  0.647438  1.064112  -2.905723
O  -0.909190  -1.517448  -0.598445
C  -1.531571  -2.522880  0.038116
O  -2.568861  -3.006463  -0.327013
C  -0.777653  -2.920581  1.286658
C  0.681284  -2.563794  1.229761
C  1.588750  -3.405135  0.597356
C  2.930947  -3.070395  0.535513
C  3.379780  -1.889586  1.103408
C  2.479289  -1.040699  1.724711
C  1.138103  -1.376737  1.788813
H  0.439931  -0.709933  2.271720
H  2.814281  -0.112372  2.163384
H  4.428567  -1.636226  1.058477
H  3.628460  -3.728830  0.040236
H  1.242443  -4.327841  0.153462
H  -0.930901  -3.989585  1.444376
H  -1.256569  -2.377104  2.105849
H  -2.114315  -1.716650  -2.260173
H  -6.674666  -0.706350  -0.170549
H  -5.372402  -1.827625  0.270471
H  -5.518372  -0.277358  1.110092

Cartesian forces, eV/Å:
C -0.1799 -0.0008 -0.2169
C 0.1492 -0.0737 0.4586
O -0.2977 0.0810 -0.4378
N 0.2165 -0.0357 0.0665
H -0.1373 0.1001 -0.1417
C 0.2770 -0.1960 -0.0706
H 0.2154 -0.1064 0.1972
C -1.1189 -0.0505 -0.5447
O 0.1773 -0.1289 0.1711
C 0.6399 0.4409 0.2760
C -0.3402 -0.4938 -0.4730
H 0.0400 0.1053 -0.0692
H -0.1116 0.0489 0.1482
O -0.0762 0.3588 0.0547
C 0.1582 0.0884 0.0578
O 0.0634 -0.1101 -0.0536
C -0.0477 -0.1928 -0.0490
H -0.0015 0.0707 0.0978
H 0.0139 -0.0171 -0.0084
H -0.0004 0.0817 -0.0399
C -0.4570 -0.2135 0.2418
C 0.4281 -0.2532 -0.2891
O -0.0740 0.2839 0.0208
C -0.1331 0.2631 0.2736
O 0.1093 -0.1906 -0.0336
C 0.0106 -0.0811 -0.0399
H 0.0362 0.0333 0.0010
H -0.0172 -0.0393 -0.0021
H -0.0291 0.0665 0.0371
H 0.0338 -0.1759 0.1379
H -0.0546 0.1424 -0.2429
O -0.0913 0.2306 -0.3042
C 0.2064 0.2795 -0.0021
O -0.0220 -0.1575 0.1815
C 0.0027 -0.1738 0.0735
H 0.0575 0.0539 -0.0748
H -0.0482 0.0606 -0.0355
H -0.0136 -0.0158 0.0240
H -0.0176 -0.0739 0.1158
O 0.1653 0.1418 -0.0627
C -0.0940 -0.2442 0.1134
O -0.0568 -0.0546 -0.0008
C 0.0673 0.0693 -0.0889
C 0.1128 -0.0692 0.1682
C -0.0452 0.0231 0.0778
C 0.0526 -0.0510 -0.0574
C 0.0330 0.0079 0.0277
C 0.0650 0.0203 0.0243
C -0.0280 -0.0548 0.0289
H -0.0876 0.0752 0.0385
H 0.0266 0.0971 0.0377
H 0.1079 0.0244 -0.0113
H 0.0598 -0.0580 -0.0541
H -0.0350 -0.1152 -0.0473
H -0.0622 0.0959 -0.0213
H -0.0408 -0.0781 -0.0173
H 0.1669 0.2213 0.1695
H -0.0029 0.0166 -0.0037
H 0.0119 -0.0925 0.0651
H 0.0170 0.0161 0.1082



# C22H28AuN7O2PS2

A structure of composition C22H28AuN7O2PS2 at a distorted geometry (wB97M-V/def2-TZVPD, OMol25).

Charge   +3
Strongest force on any atom   0.0411 hartree/bohr
E_tot   -2661.404789 Ha
ΔE to the lowest compared entry with this formula, charge and spin   0.0 kcal per mole

Positions of all 63 atoms, in Å:
Au  -1.002142  0.776349  -0.366605
O  3.143453  0.624600  -1.368924
S  2.202368  0.181568  -0.396772
O  1.468306  -1.041343  -0.713855
N  0.995377  1.290494  -0.191184
C  1.285593  2.658760  -0.037984
C  2.528032  3.237480  0.144610
C  2.658841  4.633563  0.220746
C  1.568055  5.457905  0.134706
C  0.286449  4.898486  -0.048271
C  -0.890573  5.669807  -0.133579
C  -2.106792  5.053486  -0.298909
C  -2.152942  3.663101  -0.397050
N  -1.058829  2.915706  -0.314348
C  0.164544  3.502703  -0.134227
C  2.981694  0.023783  1.144556
C  2.217676  -0.110585  2.307602
C  2.871157  -0.265163  3.514603
C  4.264968  -0.288428  3.553597
C  5.010435  -0.151899  2.394809
C  4.372224  0.010206  1.170127
H  3.416151  2.626297  0.201924
H  3.642930  5.061120  0.352522
H  1.673222  6.531315  0.214919
H  -0.824550  6.748352  -0.060384
H  -3.025644  5.618729  -0.351287
H  -3.092523  3.144237  -0.527698
H  1.135619  -0.053503  2.274588
H  2.304750  -0.345772  4.432530
H  4.769439  -0.403610  4.503619
H  6.090522  -0.164422  2.438930
H  4.938522  0.124513  0.256748
N  -4.642852  1.060890  -3.044254
C  -3.414268  1.068780  -2.561454
N  -2.411740  1.500098  -3.310079
S  -3.238834  0.470153  -0.931070
H  -4.855717  1.382639  -3.978818
H  -5.419068  0.759440  -2.473198
H  -2.560018  1.858456  -4.244157
H  -1.476862  1.550831  -2.939923
C  -0.180413  -4.625228  -0.908799
N  -0.025971  -4.277330  0.594216
C  -1.390081  -4.489192  1.282681
N  -2.374330  -3.707934  0.629167
C  -2.490642  -4.074678  -0.781079
N  -1.227114  -3.861663  -1.491799
C  -0.897685  -2.452674  -1.656786
P  -0.674873  -1.660228  -0.005730
C  0.480429  -2.877547  0.798857
C  -2.221735  -2.270698  0.835540
H  -0.404193  -5.690933  -0.940388
H  0.782107  -4.430447  -1.379484
H  0.661752  -4.917916  1.001918
H  -1.268508  -4.208714  2.328066
H  -1.611486  -5.553175  1.205744
H  -3.272502  -3.479974  -1.248632
H  -2.764447  -5.127036  -0.850746
H  -1.707961  -1.942686  -2.179156
H  0.015828  -2.338712  -2.239906
H  0.544566  -2.688252  1.871958
H  1.475031  -2.798096  0.371159
H  -3.084677  -1.754414  0.421444
H  -2.180039  -2.051588  1.904626

Cartesian forces, eV/Å:
Au 1.9172 0.5682 0.6774
O -0.1146 0.0856 0.0850
S -0.0581 0.6117 -0.5058
O -0.0453 -0.0219 -0.1198
N -0.5066 -0.8858 -0.0966
C 0.1174 0.4661 0.0962
C -0.2559 -0.4508 -0.0112
C -0.1922 0.2988 -0.0086
C 0.2301 -0.0852 0.0244
C -0.0809 0.2784 -0.0193
C -0.0059 -0.0606 0.0107
C 0.0366 -0.0386 0.0058
C -0.0269 0.0112 0.0239
N -0.5337 -0.6158 -0.1936
C 0.2084 -0.3446 -0.0502
C 0.1834 -0.1420 0.3407
C 0.1685 0.0199 -0.1144
C 0.0244 0.0002 0.0396
C -0.0357 -0.0064 0.0719
C -0.0168 0.0127 -0.0800
C -0.0828 -0.0470 0.1407
H 0.0256 0.0071 0.0163
H 0.0217 -0.0394 0.0063
H -0.0077 0.0040 0.0012
H -0.0012 0.0028 -0.0045
H -0.0156 -0.0128 0.0011
H -0.0017 0.0413 0.0201
H -0.0268 0.0403 -0.0196
H 0.0015 -0.0090 0.0047
H -0.0058 0.0016 0.0039
H 0.0076 0.0024 -0.0091
H 0.0008 0.0056 -0.0311
N 0.0173 -0.0086 0.1078
C 0.0085 0.0555 -0.1722
N 0.0172 -0.0063 0.1692
S -0.1845 -0.1303 0.0002
H -0.0082 -0.0135 0.0003
H -0.0050 -0.0001 -0.0371
H -0.0029 -0.0105 0.0032
H -0.0004 0.0013 -0.0868
C 0.0397 -0.0105 0.0510
N -0.1790 0.0493 0.0089
C 0.1207 -0.0536 -0.0080
N -0.0277 0.0682 -0.0212
C 0.0453 -0.0239 -0.0173
N -0.0181 -0.0141 0.1352
C 0.0971 -0.0675 0.0201
P -0.9603 0.4270 -0.8365
C 0.2736 0.1140 0.3496
C 0.1169 0.0186 -0.0068
H -0.0169 -0.0029 -0.0123
H -0.0030 0.0038 -0.0126
H -0.0067 0.0139 0.0055
H -0.0097 -0.0110 0.0068
H -0.0140 -0.0012 -0.0138
H -0.0148 -0.0065 -0.0017
H -0.0095 -0.0061 -0.0091
H -0.0228 -0.0289 0.0025
H 0.0067 0.0372 0.0244
H -0.0067 -0.0093 0.0068
H -0.0971 -0.0636 0.0068
H -0.0749 -0.0475 0.0257
H -0.0099 0.0289 0.0053



Q: Number 2 is which compound?
A: C22H28AuN7O2PS2



Q: ΔE to the lowest compared entry with this formula, charge and spin of number 2 (C22H28AuN7O2PS2)?
A: 0.0 kcal per mole